Model A:
14
Properties=species:S:1:pos:R:3 method="wB97M-V/def2-TZVPD" homo_lumo_gap_ha=0.3528 charge=0 e_lumo_ev=0.25
C 0.79089 0.45983 0.59007
C 0.56780 -0.25408 1.70688
N 1.07304 -0.57068 2.88704
O -1.29830 -1.14470 0.08639
O -1.45286 -2.40527 2.20534
O 0.49386 -2.75761 0.81993
S -0.65487 -1.68191 1.22055
Cl 1.53644 1.96452 0.22847
H -0.01504 0.13426 -0.05401
H -1.62760 0.43209 1.75858
H -2.01350 1.26829 1.69326
H 0.50835 -1.09795 3.50629
H 0.27951 -3.56156 0.37594
H 2.03223 -0.89265 2.82682


Model B:
14
Properties=species:S:1:pos:R:3 method="wB97M-V/def2-TZVPD" homo_lumo_gap_ha=0.3583 charge=0 e_lumo_ev=-0.04
C -0.30054 0.67003 -0.16009
C 0.99603 -0.18430 -0.28993
H -2.58578 -0.99052 1.82968
H -0.69093 1.24637 0.90368
H -0.27252 1.67290 -0.91693
H 1.20295 -0.94423 0.62821
H 1.10276 -0.65671 -1.39756
H 2.20509 1.22138 0.51121
N 2.26903 0.59343 -0.33520
O -1.57833 -0.73925 1.32982
O -2.83994 0.46115 -0.55382
O -1.24941 -1.45286 -1.18043
S -1.66370 -0.32743 -0.28644
Cl 3.40531 -0.56998 -0.08221


Which structure is most stable? model A, by 42.5 kJ/mol over the runner-up.